Entry 1:
10
Properties=species:S:1:pos:R:3:forces:R:3:nbo_charge:R:1 method="wB97M-V/def2-TZVPD" total_energy_ha=-284.29945 smiles=OCN1CO1 orbital_gap_ev=10.401 homo_energy_ev=-9.39 e_above_lowest_kcal_mol=105.4
C -1.282 -0.404 -0.701 -0.13 2.34 -0.47 0.009
C 0.996 -0.143 0.604 -1.79 0.09 -3.99 0.075
N -0.058 -1.016 -0.415 2.49 -0.51 3.42 -0.173
O -0.204 -0.372 -1.647 0.00 1.21 -0.79 -0.408
O 0.712 1.237 0.467 0.31 -1.38 3.96 -0.699
H -2.065 -1.049 -1.072 -0.38 0.00 0.53 0.189
H -1.521 0.654 -0.303 0.18 -2.02 -0.43 0.185
H 1.967 -0.291 0.122 -0.14 -0.71 0.40 0.170
H 0.838 -0.607 1.541 -0.07 0.09 1.05 0.185
H 0.564 1.252 -0.431 -0.48 0.90 -3.69 0.467

Entry 2:
82
Properties=species:S:1:pos:R:3:forces:R:3:lowdin_spin:R:1 method="wB97M-V/def2-TZVPD" total_energy_ha=-2811.18464 orbital_gap_ev="6.105 / 5.494" spin_multiplicity=4 homo_energy_ev="-16.46 / -16.46" total_charge=+3
Tc 0.021 -0.300 0.095 -0.35 0.03 0.16 2.543
C 1.519 0.935 -2.917 0.05 -0.01 0.10 -0.001
P 1.403 1.337 -1.150 0.13 0.33 -0.23 0.014
C 0.479 2.912 -1.064 0.09 0.05 -0.07 0.015
N 0.900 3.914 -1.806 -0.07 -0.25 0.13 0.004
C 0.205 5.069 -1.745 0.34 0.24 -0.34 0.002
C 0.637 6.188 -2.503 -0.20 0.20 0.07 0.000
C -0.074 7.359 -2.438 0.44 -0.42 -0.15 0.000
C -1.234 7.464 -1.638 -0.35 -0.35 0.39 0.000
C -1.684 6.397 -0.902 0.15 0.18 -0.18 0.000
C -0.963 5.175 -0.937 -0.40 0.30 0.18 0.002
N -1.390 4.126 -0.205 0.12 -0.25 0.02 0.005
C -0.670 3.026 -0.252 -0.06 0.07 0.02 0.016
P -1.244 1.636 0.787 -0.13 0.54 -0.01 0.007
C -3.013 1.467 0.463 0.05 -0.05 0.02 -0.004
C -1.022 2.012 2.587 0.04 0.00 0.03 0.005
C -1.931 3.193 2.958 -0.02 -0.01 -0.03 -0.001
C 0.445 2.361 2.836 -0.04 -0.05 0.04 0.004
C -1.415 0.765 3.382 0.05 -0.02 0.03 0.001
C 3.149 1.546 -0.556 -0.01 -0.06 0.08 0.006
C 3.132 2.194 0.828 0.04 -0.07 0.01 0.002
C 3.925 2.422 -1.548 -0.03 0.00 0.00 0.000
C 3.766 0.144 -0.485 0.04 -0.02 0.03 0.001
H 1.915 1.817 -3.422 0.00 0.01 0.01 -0.002
H 0.559 0.684 -3.353 -0.11 -0.01 -0.01 0.000
H 2.204 0.100 -3.060 0.01 0.00 0.00 0.000
H 1.526 6.090 -3.112 -0.02 0.00 0.02 0.000
H 0.253 8.221 -3.005 0.01 -0.02 -0.01 0.000
H -1.771 8.403 -1.610 -0.02 -0.02 0.01 0.000
H -2.570 6.460 -0.285 0.02 0.00 -0.01 0.000
H -3.461 2.442 0.667 0.00 0.00 0.00 -0.002
H -3.452 0.715 1.116 -0.01 0.00 0.02 0.000
H -3.209 1.206 -0.573 0.01 0.00 -0.04 0.000
H -1.746 4.075 2.348 0.01 0.00 -0.02 0.000
H -1.713 3.453 3.996 0.01 -0.02 0.00 0.000
H -2.988 2.936 2.904 0.00 0.00 -0.01 0.000
H 0.761 3.246 2.281 -0.03 -0.04 0.01 0.000
H 1.107 1.525 2.597 -0.16 0.07 0.09 0.002
H 0.572 2.576 3.898 -0.01 0.02 0.00 0.000
H -2.440 0.443 3.195 -0.02 0.01 -0.01 0.000
H -1.342 1.006 4.444 0.00 -0.02 0.00 0.000
H -0.729 -0.061 3.187 0.00 -0.01 0.02 0.001
H 2.641 3.169 0.825 0.02 -0.03 -0.02 0.000
H 4.164 2.349 1.146 0.01 0.00 -0.01 0.000
H 2.659 1.550 1.573 0.15 0.05 -0.16 0.001
H 3.455 3.392 -1.707 -0.01 0.00 0.00 0.000
H 4.072 1.932 -2.510 -0.02 0.00 0.00 0.000
H 4.915 2.597 -1.123 0.00 -0.01 0.01 0.000
H 3.245 -0.508 0.220 0.03 0.02 -0.01 0.001
H 4.794 0.244 -0.130 0.00 -0.01 -0.02 0.000
H 3.812 -0.346 -1.458 0.00 0.00 0.00 0.000
O 1.163 -0.997 1.675 -0.05 0.15 -0.20 0.114
S 0.921 -2.485 1.381 0.07 -0.32 -0.04 0.025
O 1.902 -3.075 0.535 -0.06 -0.01 0.07 0.014
N -0.490 -2.157 0.587 0.25 -0.15 -0.17 0.079
C -1.090 -2.946 -0.425 -0.10 0.11 -0.03 0.006
C -1.303 -4.298 -0.414 -0.02 0.01 -0.02 0.021
C -2.007 -4.899 -1.482 0.02 0.01 0.02 -0.004
C -2.504 -4.148 -2.510 0.00 0.04 0.00 0.021
C -2.301 -2.743 -2.535 0.01 -0.05 0.04 -0.001
C -2.789 -1.896 -3.546 -0.01 -0.02 0.00 0.029
C -2.543 -0.541 -3.485 0.05 0.04 0.07 0.004
C -1.785 -0.034 -2.437 -0.02 0.12 -0.13 0.025
N -1.282 -0.799 -1.465 0.11 -0.28 0.15 0.023
C -1.564 -2.154 -1.491 0.01 -0.12 0.07 0.010
C 0.678 -3.389 2.819 0.00 0.03 0.02 0.004
C -0.354 -3.052 3.700 -0.02 0.01 -0.02 0.001
C -0.504 -3.805 4.846 -0.02 0.03 0.00 0.000
C 0.362 -4.868 5.099 -0.01 -0.01 0.02 0.000
C 1.379 -5.193 4.211 0.03 0.01 -0.03 0.001
C 1.550 -4.456 3.052 0.02 0.03 0.02 0.001
H -0.950 -4.906 0.409 0.01 0.00 0.00 0.001
H -2.163 -5.969 -1.469 0.01 0.01 0.00 -0.001
H -3.057 -4.613 -3.316 0.00 0.00 0.00 0.001
H -3.362 -2.314 -4.365 0.00 0.00 0.00 0.001
H -2.919 0.134 -4.241 0.01 0.00 0.01 0.000
H -1.572 1.027 -2.379 0.02 0.03 -0.01 0.001
H -1.027 -2.233 3.486 -0.02 0.01 -0.01 0.000
H -1.293 -3.572 5.547 0.00 0.00 -0.01 0.000
H 0.237 -5.450 6.002 0.00 0.00 -0.01 0.000
H 2.042 -6.021 4.423 0.00 0.00 -0.01 0.000
H 2.339 -4.688 2.350 -0.01 -0.01 -0.01 0.000

Entry 3:
158
Properties=species:S:1:pos:R:3:forces:R:3:lowdin_charge:R:1 method="wB97M-V/def2-TZVPD" total_energy_ha=-6271.21683 orbital_gap_ev=2.217 homo_energy_ev=-2.74 e_above_lowest_kcal_mol=305.3
K 34.467 19.498 27.952 -0.11 -1.07 0.01 0.800
K 38.269 11.756 27.814 -0.74 0.58 0.11 0.760
K 29.626 12.672 30.511 0.74 0.33 -0.33 0.830
P 33.995 14.627 28.274 0.04 1.49 -0.02 -0.187
O 33.692 13.128 28.265 -0.02 -0.92 -0.10 -0.553
O 35.410 14.919 28.931 -0.02 -0.31 -0.60 -0.568
O 32.945 15.398 29.155 -0.37 0.07 0.24 -0.550
O 33.872 15.265 26.831 0.48 -0.20 0.67 -0.548
C 37.358 10.421 40.739 -0.91 -1.36 -1.14 -0.056
C 37.625 10.323 39.221 1.33 0.12 0.09 -0.238
O 36.539 10.738 38.415 -0.63 1.27 -2.03 0.004
C 36.771 11.195 37.119 1.08 0.70 0.06 -0.460
O 37.860 11.283 36.529 -3.15 -0.55 1.83 0.094
O 35.554 11.640 36.646 1.16 -1.67 1.50 -0.016
C 35.557 12.165 35.354 1.11 1.07 -1.72 -0.080
H 36.931 11.359 41.094 0.57 0.13 -0.17 0.079
H 38.254 10.063 41.246 0.11 0.59 0.12 0.076
H 36.620 9.652 40.966 -0.26 0.03 0.17 0.067
H 37.852 9.310 38.887 0.07 -0.26 0.51 0.124
H 38.529 10.891 38.998 -0.13 0.31 -0.28 0.116
H 36.208 11.636 34.658 0.12 -0.35 0.28 0.093
H 35.978 13.170 35.401 -0.18 0.18 -0.11 0.100
H 34.591 12.209 34.852 -0.29 -0.19 0.86 0.097
C 41.373 22.672 37.239 -0.21 1.11 0.33 -0.074
C 42.333 21.987 36.321 -0.58 -0.27 0.48 -0.234
O 41.610 21.432 35.247 -0.53 -1.14 -1.44 0.012
C 41.069 20.193 35.292 0.26 -0.76 1.70 -0.538
O 41.214 19.371 36.205 -0.33 1.66 -2.14 0.099
O 40.321 20.069 34.187 1.05 0.86 -0.26 -0.012
C 39.687 18.843 33.884 -0.64 -0.62 1.45 -0.042
H 40.456 22.126 37.461 0.49 -0.58 0.40 0.087
H 40.972 23.601 36.834 0.33 0.18 -0.26 0.076
H 41.986 22.928 38.103 -0.58 0.04 0.49 0.082
H 42.861 21.235 36.907 0.23 -0.18 -0.44 0.124
H 42.996 22.725 35.869 0.22 -0.30 0.07 0.128
H 40.377 18.006 33.771 0.16 0.23 -0.25 0.100
H 39.024 18.970 33.028 0.41 0.19 0.01 0.098
H 39.084 18.632 34.767 -0.29 -0.46 -0.16 0.095
C 26.235 17.760 29.152 0.71 -1.71 -1.12 -0.060
C 26.331 16.638 28.087 -2.63 0.80 0.68 -0.144
O 24.900 16.342 27.737 -0.27 -1.19 0.01 -0.019
C 24.171 15.345 28.303 1.12 -0.69 0.43 -0.493
O 24.555 14.622 29.244 -1.46 1.75 -2.56 0.063
O 22.981 15.283 27.582 1.73 0.25 1.43 -0.034
C 22.094 14.180 27.829 0.87 -0.40 -0.02 -0.044
H 25.566 18.555 28.823 0.35 0.01 -0.06 0.080
H 27.295 18.016 29.163 -0.12 0.84 0.95 0.077
H 25.849 17.297 30.060 0.33 0.33 0.20 0.076
H 26.850 15.751 28.449 -0.16 0.05 -0.15 0.114
H 26.736 17.044 27.160 0.00 -0.40 0.04 0.120
H 21.069 14.553 27.843 0.22 -0.05 0.10 0.093
H 22.390 13.643 28.729 -0.28 0.32 0.24 0.085
H 22.257 13.471 27.017 -0.33 0.07 -0.18 0.092
C 24.719 15.877 37.056 0.83 -0.29 0.50 -0.056
C 26.047 15.192 37.454 -2.06 -1.48 -0.62 -0.229
O 27.154 16.061 37.315 1.31 1.06 0.28 0.040
C 27.948 16.008 36.242 -0.46 -2.71 -3.53 -0.458
O 27.775 15.128 35.337 1.20 3.42 2.89 0.044
O 28.896 17.008 36.241 -2.58 -1.28 2.46 -0.001
C 29.756 17.221 35.190 1.04 -0.50 -2.55 -0.087
H 23.850 15.239 37.218 0.24 -0.40 0.06 0.074
H 24.720 16.132 35.996 0.02 0.57 0.23 0.079
H 24.612 16.673 37.793 -0.22 0.63 -0.70 0.076
H 26.129 14.245 36.921 0.64 0.33 -0.52 0.116
H 25.891 14.836 38.472 0.84 0.69 0.41 0.120
H 29.474 16.617 34.328 -0.21 0.06 -0.08 0.090
H 30.799 16.954 35.359 -0.09 -0.22 0.78 0.097
H 29.786 18.264 34.875 -0.48 0.09 0.33 0.096
C 39.156 2.944 25.569 -0.56 -0.13 -0.46 -0.061
C 38.903 3.784 24.337 1.08 0.47 -0.40 -0.250
O 37.621 4.380 24.254 -0.59 1.16 1.00 0.021
C 37.412 5.556 24.924 0.35 0.57 -0.68 -0.564
O 38.204 6.191 25.584 -0.29 -0.73 -0.26 0.117
O 36.184 5.942 24.609 -0.64 -0.81 -1.00 -0.013
C 35.605 7.219 24.888 0.70 -0.37 1.88 -0.019
H 38.316 2.249 25.594 0.28 -0.45 0.27 0.080
H 39.189 3.453 26.532 0.05 0.37 -0.29 0.078
H 40.106 2.442 25.389 -0.11 -0.29 0.25 0.080
H 38.971 3.195 23.422 -0.27 -0.45 0.22 0.124
H 39.695 4.513 24.168 -0.12 0.48 0.41 0.121
H 34.606 7.244 24.453 0.52 0.10 -0.44 0.100
H 36.290 8.042 24.686 -0.24 -0.07 -0.64 0.095
H 35.466 7.245 25.969 -0.18 0.20 0.16 0.090
C 34.078 6.703 31.539 -0.83 -1.35 -0.03 -0.049
C 32.546 6.579 31.245 0.75 1.96 -0.46 -0.188
O 31.731 6.131 32.337 0.84 -0.61 0.33 0.043
C 30.449 6.462 32.331 -0.58 1.59 -1.74 -0.574
O 29.982 7.401 31.693 0.15 -1.47 1.13 0.097
O 29.795 5.586 33.082 1.79 -1.08 0.82 0.024
C 28.429 5.513 33.095 -3.01 2.03 -0.71 -0.085
H 34.353 6.869 32.581 -0.34 -0.04 0.01 0.075
H 34.579 7.468 30.945 -0.46 0.09 -0.11 0.073
H 34.467 5.739 31.211 0.58 0.05 0.34 0.064
H 32.396 5.930 30.382 -0.09 -0.23 0.20 0.125
H 32.222 7.572 30.933 -0.37 -0.08 0.14 0.111
H 28.036 6.518 32.936 -0.08 0.28 -0.21 0.089
H 27.918 5.255 34.022 1.08 -0.61 0.34 0.098
H 27.971 4.948 32.283 0.55 -0.47 -0.06 0.102
C 42.190 9.992 22.333 -1.36 -0.47 -0.38 -0.072
C 42.229 11.225 21.476 0.32 0.84 0.48 -0.195
O 40.910 11.756 21.152 0.83 -1.07 -0.67 0.038
C 40.173 12.418 22.019 -0.70 1.34 -0.48 -0.585
O 40.485 12.793 23.121 -0.30 -0.55 -0.22 0.118
O 39.011 12.733 21.342 -0.06 -0.37 0.94 -0.013
C 37.991 13.354 22.155 0.11 0.67 1.08 -0.045
H 43.193 9.608 22.523 -0.16 0.10 0.22 0.085
H 41.596 9.241 21.813 0.34 -0.34 -0.32 0.079
H 41.570 10.136 23.218 0.64 0.33 0.43 0.076
H 42.740 11.024 20.535 -0.53 0.01 -0.20 0.123
H 42.843 11.985 21.959 -0.33 0.32 0.14 0.121
H 37.904 12.860 23.123 0.29 0.01 0.00 0.087
H 36.966 13.395 21.787 0.43 -0.78 -1.10 0.092
H 38.212 14.408 22.324 0.45 -0.06 0.13 0.093
C 42.477 24.865 30.013 0.23 -0.73 -0.43 -0.070
C 41.528 24.344 28.899 0.14 1.09 1.17 -0.211
O 41.816 23.052 28.374 -0.44 -0.65 0.46 0.023
C 40.841 22.102 28.209 -2.58 2.91 0.41 -0.543
O 39.609 22.249 28.371 3.57 -0.48 -0.11 0.075
O 41.469 21.072 27.735 0.27 -0.55 -0.59 0.029
C 40.755 19.871 27.656 0.38 -2.44 -0.21 -0.051
H 42.215 25.898 30.242 -0.30 -0.01 -0.11 0.073
H 43.514 24.904 29.682 0.05 -0.25 0.02 0.070
H 42.401 24.299 30.942 0.06 -0.12 -0.09 0.072
H 41.671 25.078 28.106 -0.63 -0.24 -0.32 0.120
H 40.548 24.382 29.375 -0.31 -0.14 -0.74 0.118
H 40.932 19.329 28.585 -0.91 0.26 0.41 0.103
H 41.260 19.176 26.986 0.46 0.58 -0.50 0.092
H 39.735 19.866 27.274 -0.04 0.75 0.62 0.101
C 29.777 25.813 23.653 0.52 -1.38 -1.39 -0.053
C 30.755 25.348 22.531 -1.11 1.34 -0.26 -0.153
O 30.577 23.937 22.127 -3.18 4.46 -1.27 0.095
C 31.315 23.051 22.576 4.24 -3.59 1.14 -0.676
O 32.261 23.219 23.309 0.21 -0.16 0.70 0.110
O 31.034 21.860 22.002 -1.57 0.59 -0.21 0.001
C 31.910 20.779 22.115 1.51 -0.62 0.77 -0.071
H 30.174 25.392 24.576 -0.49 0.45 0.27 0.077
H 28.794 25.420 23.391 -0.05 -0.23 0.39 0.074
H 29.652 26.895 23.613 0.51 -0.02 0.35 0.077
H 31.744 25.741 22.766 0.42 -1.33 0.13 0.121
H 30.512 25.904 21.626 -0.27 -0.36 -0.17 0.115
H 32.133 20.442 23.127 -0.49 0.37 0.41 0.089
H 32.900 21.052 21.748 -0.06 -0.05 -0.48 0.096
H 31.513 19.895 21.617 -0.20 0.51 -0.35 0.098
C 24.978 9.448 19.235 -0.64 0.02 -0.27 -0.071
C 25.118 9.499 20.767 -1.13 -0.79 -2.13 -0.229
O 26.377 10.081 20.894 0.76 1.23 1.29 0.007
C 26.624 10.981 21.880 -0.64 -1.46 1.45 -0.547
O 25.826 11.381 22.714 1.24 -0.07 -1.47 0.114
O 27.946 11.115 21.850 0.40 -0.01 0.18 0.001
C 28.633 11.901 22.820 0.10 1.60 -0.33 -0.033
H 25.099 10.446 18.813 -0.10 0.11 0.14 0.077
H 24.017 9.065 18.892 -0.15 -0.02 0.20 0.071
H 25.736 8.836 18.746 0.16 -0.11 0.38 0.075
H 25.098 8.470 21.125 0.38 0.02 0.42 0.121
H 24.270 10.007 21.227 0.44 0.48 0.13 0.123
H 28.381 11.745 23.869 -0.31 -0.38 -0.28 0.099
H 28.458 12.942 22.550 -0.32 0.19 0.40 0.095
H 29.710 11.826 22.673 -0.18 -0.79 -0.10 0.096